(1)
The following is a DFT calculation (ωB97M-V/def2-TZVPD) of a 2-piece molecular cluster, C28H35N4O3 overall in a non-equilibrium geometry.

As for the total charge: +1. The calculated total energy comes out at -1532.45481 Eh.

Positions of all 70 atoms, in Å:
C  -6.760  0.191  0.217
O  -5.378  0.090  0.454
C  -4.779  -1.056  -0.089
C  -3.414  -1.232  0.117
C  -2.772  -2.360  -0.401
C  -3.507  -3.315  -1.127
C  -4.875  -3.139  -1.346
C  -5.491  -2.028  -0.829
N  -2.625  -4.335  -1.515
C  -2.948  -5.491  -2.344
C  -1.371  -4.039  -1.046
C  -1.401  -2.824  -0.357
C  -0.266  -2.139  0.134
C  1.030  -2.726  0.207
C  1.330  -4.068  0.464
N  2.681  -4.266  0.341
C  3.378  -5.528  0.555
C  3.291  -3.060  -0.035
C  2.286  -2.081  -0.105
C  2.584  -0.788  -0.544
C  3.887  -0.482  -0.915
O  4.290  0.774  -1.394
C  3.264  1.731  -1.462
C  4.883  -1.482  -0.830
C  4.604  -2.752  -0.396
H  -7.128  1.105  0.680
H  -6.953  0.238  -0.854
H  -7.277  -0.659  0.661
H  -2.868  -0.502  0.681
H  -5.421  -3.870  -1.916
H  -6.545  -1.896  -0.991
H  -4.001  -5.499  -2.613
H  -2.355  -5.465  -3.255
H  -2.718  -6.405  -1.801
H  -0.496  -4.625  -1.267
H  -0.364  -1.089  0.349
H  0.634  -4.834  0.756
H  4.439  -5.420  0.342
H  3.263  -5.844  1.590
H  2.964  -6.293  -0.098
H  1.796  -0.065  -0.615
H  3.691  2.675  -1.798
H  2.505  1.413  -2.178
H  2.823  1.871  -0.475
H  5.882  -1.221  -1.132
H  5.364  -3.513  -0.366
C  1.725  2.829  3.486
N  1.910  3.617  2.285
C  3.053  4.535  2.209
C  0.989  3.447  1.258
C  1.017  4.337  0.038
C  0.757  5.820  0.399
C  -0.707  6.105  -0.008
C  -1.251  4.772  -0.548
N  -0.084  3.928  -0.861
O  0.127  2.592  1.332
H  0.834  2.214  3.360
H  2.581  2.178  3.654
H  1.582  3.477  4.349
H  3.141  4.985  1.224
H  2.949  5.331  2.944
H  3.976  3.997  2.414
H  1.972  4.210  -0.494
H  0.910  5.978  1.472
H  1.459  6.482  -0.122
H  -1.306  6.469  0.837
H  -0.753  6.885  -0.777
H  -1.875  4.272  0.205
H  -1.864  4.905  -1.447
H  -0.295  2.940  -0.663

***

(2)
The following is a DFT calculation (ωB97M-V/def2-TZVPD) of C28H35N5P2SZn as an isolated structure in a non-equilibrium geometry.

As for the total charge: 0. The calculated total energy comes out at -4221.80804 Eh.

Positions of all 72 atoms, in Å:
Zn  0.129  0.853  2.894
C  -2.036  1.813  -4.203
C  -2.134  0.537  -3.814
C  -1.379  -0.586  -4.451
C  0.085  -0.268  -4.854
C  0.842  0.554  -3.848
C  0.915  1.885  -3.883
C  0.253  2.718  -4.959
C  -1.196  2.294  -5.349
C  1.488  1.142  4.299
H  -2.679  2.595  -3.783
H  -2.926  0.222  -3.134
H  -1.923  -0.898  -5.358
H  -1.361  -1.459  -3.783
H  0.602  -1.233  -4.959
H  0.093  0.196  -5.849
H  1.443  -0.045  -3.149
H  1.599  2.454  -3.239
H  0.861  2.687  -5.883
H  0.207  3.773  -4.644
H  -1.686  3.201  -5.745
H  -1.167  1.573  -6.181
H  0.945  1.665  5.092
H  2.264  1.780  3.893
H  1.957  0.278  4.771
P  1.673  -0.443  1.526
P  -1.371  -0.878  1.794
N  2.668  0.825  0.905
N  2.808  -1.639  2.012
N  -2.120  0.438  0.887
N  -2.842  -1.784  2.086
C  0.848  -1.145  0.072
C  -0.514  -1.798  0.456
C  2.569  2.169  1.303
C  3.574  2.884  0.666
C  4.293  1.975  -0.168
C  3.718  0.717  -0.007
C  3.705  -1.505  3.100
C  4.392  -2.703  3.259
C  3.923  -3.608  2.253
C  2.954  -2.939  1.511
C  -2.159  1.759  1.356
C  -2.572  2.588  0.325
C  -2.776  1.769  -0.823
C  -2.489  0.461  -0.446
C  -3.903  -2.041  1.211
C  -4.808  -2.895  1.840
C  -4.287  -3.176  3.145
C  -3.090  -2.488  3.274
H  1.515  -1.863  -0.433
H  0.707  -0.302  -0.628
H  -1.157  -1.890  -0.429
H  -0.333  -2.816  0.838
H  1.808  2.480  2.003
H  3.777  3.941  0.804
H  5.140  2.212  -0.797
H  3.940  -0.240  -0.458
H  3.725  -0.594  3.674
H  5.156  -2.920  3.999
H  4.258  -4.628  2.083
H  2.333  -3.276  0.703
H  -1.968  1.984  2.406
H  -2.729  3.648  0.391
H  -3.108  2.084  -1.798
H  -2.513  -0.458  -1.032
H  -3.921  -1.603  0.224
H  -5.726  -3.272  1.418
H  -4.736  -3.814  3.898
H  -2.389  -2.387  4.085
S  -1.716  0.524  4.740
C  -0.986  -0.263  5.993
N  -0.470  -0.821  6.900

***

(3)
The following is a DFT calculation (ωB97M-V/def2-TZVPD) of a 7-piece molecular cluster, C28H35N7 overall in a non-equilibrium geometry.

As for the total charge: 0. The calculated total energy comes out at -1471.12722 Eh.

Positions of all 70 atoms, in Å:
C  -0.392  -5.710  0.898
C  0.144  -5.729  2.212
C  0.820  -6.976  2.421
N  0.681  -7.685  1.237
C  -0.005  -6.961  0.279
H  -1.023  -4.929  0.502
H  0.107  -4.868  2.864
H  1.414  -7.357  3.238
H  1.068  -8.594  1.028
H  -0.058  -7.315  -0.740
C  -1.388  0.317  5.404
C  -1.710  1.680  5.550
C  -2.530  1.692  6.623
N  -2.762  0.461  7.099
C  -2.034  -0.428  6.319
H  -0.686  -0.130  4.715
H  -1.314  2.551  5.050
H  -2.993  2.518  7.142
H  -3.311  0.246  7.919
H  -2.083  -1.499  6.449
C  0.940  2.850  -2.902
C  0.327  3.664  -3.836
C  1.210  3.755  -4.929
N  2.391  3.074  -4.600
C  2.217  2.538  -3.348
H  0.542  2.544  -1.945
H  -0.658  4.100  -3.760
H  1.121  4.183  -5.917
H  3.167  2.824  -5.195
H  2.997  1.913  -2.940
C  0.103  -0.426  -7.091
C  0.411  -1.485  -6.156
C  0.950  -0.934  -5.017
N  0.965  0.418  -5.202
C  0.450  0.739  -6.411
H  -0.335  -0.523  -8.073
H  0.265  -2.546  -6.296
H  1.362  -1.234  -4.065
H  1.344  1.111  -4.573
H  0.371  1.770  -6.724
C  2.830  2.262  2.571
C  3.931  1.810  1.817
C  3.461  0.876  0.830
N  2.146  0.779  1.044
C  1.721  1.540  2.149
H  2.928  3.026  3.329
H  4.926  2.230  1.816
H  3.876  0.326  -0.002
H  1.481  0.139  0.633
H  0.706  1.484  2.513
C  0.402  -1.547  -0.663
C  0.213  -1.903  0.686
C  -0.538  -0.908  1.243
N  -0.899  -0.043  0.222
C  -0.328  -0.383  -0.957
H  1.105  -1.952  -1.376
H  0.756  -2.723  1.133
H  -0.908  -0.655  2.226
H  -1.502  0.758  0.341
H  -0.420  0.309  -1.781
C  -1.816  3.225  0.412
C  -2.364  2.726  1.596
C  -3.415  1.890  1.269
N  -3.588  1.912  -0.047
C  -2.573  2.699  -0.602
H  -1.122  4.004  0.132
H  -2.151  2.930  2.635
H  -4.113  1.314  1.858
H  -4.292  1.426  -0.583
H  -2.539  2.830  -1.674

***

Energy above the lowest of the compared OMol25 structures with the same formula, charge and spin (computed, kcal per mole): 11.77 0.00 33.92